{"formula": "C30H51NP2Pd", "method": "ωB97M-V with the def2-TZVPD basis set", "total_energy_ha": -2038.27602, "homo_energy_ha": [-0.4902, -0.5113], "spin_multiplicity": 5, "charge": 2, "species": ["Pd", "C", "C", "C", "C", "C", "C", "H", "H", "H", "C", "H", "H", "H", "C", "H", "H", "H", "C", "H", "H", "H", "C", "H", "H", "H", "C", "C", "C", "C", "C", "C", "C", "C", "H", "H", "H", "H", "H", "H", "H", "H", "H", "H", "H", "H", "P", "P", "C", "C", "H", "H", "H", "H", "C", "H", "H", "H", "C", "H", "H", "H", "C", "H", "H", "H", "C", "H", "H", "H", "C", "C", "C", "C", "C", "C", "N", "H", "H", "H", "H", "H", "H", "H", "H"], "positions_angstrom": [[-1.81465, 0.73835, -0.31103], [-1.06148, -0.73826, 2.42633], [-2.11369, -0.74131, 1.34361], [-0.94833, -2.80523, 1.43194], [-0.39623, -1.96185, 2.45029], [-2.01754, -2.14582, 0.81511], [-0.91083, 0.27080, 3.49287], [-1.66207, 1.06417, 3.39620], [0.09832, 0.72429, 3.51159], [-1.04747, -0.21586, 4.47586], [0.66457, -2.44484, 3.36489], [1.05704, -1.63808, 3.99506], [1.48688, -2.87143, 2.76469], [0.29099, -3.24202, 4.03248], [-0.37503, -4.15314, 1.15551], [-0.57645, -4.89665, 1.95227], [0.72749, -4.06780, 1.08358], [-0.75545, -4.56731, 0.20993], [-3.00405, -2.76608, -0.10239], [-3.52052, -3.58896, 0.42610], [-2.54987, -3.20632, -1.00324], [-3.75887, -2.03312, -0.40950], [-3.48263, -0.37573, 1.85315], [-3.84617, -1.13844, 2.57367], [-4.18757, -0.30300, 1.01462], [-3.45457, 0.59513, 2.36681], [0.22349, 4.50207, -1.58547], [-0.48498, 4.88992, -0.51438], [-1.93718, 5.22856, -0.44340], [-2.87770, 4.28520, -1.23713], [-2.46397, 2.84332, -1.41951], [-1.66485, 2.39746, -2.40695], [-0.90042, 3.16847, -3.45577], [-0.28365, 4.49675, -2.99464], [-2.13187, 6.26273, -0.78941], [-3.06513, 4.73462, -2.22490], [-2.24625, 5.23562, 0.61820], [-1.01467, 5.29748, -3.16863], [1.30575, 4.32521, -1.49261], [0.03690, 5.19014, 0.39619], [0.57689, 4.73012, -3.64104], [-0.09682, 2.52050, -3.84032], [-1.64939, 1.32017, -2.63618], [-1.54135, 3.35897, -4.33841], [-3.85296, 4.25372, -0.72431], [-3.07375, 2.14267, -0.78956], [0.97563, 1.04132, 0.89103], [-0.55108, -0.72614, -1.93438], [1.23122, 1.41183, -0.93763], [1.00202, 0.28065, -1.98429], [2.28718, 1.71984, -0.97372], [0.59008, 2.27958, -1.15190], [1.08556, 0.63637, -3.02460], [1.82163, -0.44166, -1.86788], [0.13911, -2.38209, -1.67273], [-0.40144, -2.88648, -0.87616], [1.17575, -2.29679, -1.34441], [0.09341, -2.98829, -2.58701], [-1.48719, -1.02990, -3.50026], [-0.87383, -1.04836, -4.40472], [-2.29815, -0.31542, -3.66976], [-1.98528, -2.00632, -3.44437], [2.41196, 1.71217, 1.85082], [2.24061, 1.43547, 2.90705], [2.45039, 2.80856, 1.79849], [3.35636, 1.28024, 1.49530], [-0.11858, 2.45124, 1.32888], [-0.62333, 2.22293, 2.27187], [-0.89334, 2.65104, 0.56480], [0.46529, 3.37204, 1.43217], [3.49854, -1.29010, 2.45341], [3.57212, -2.13561, 1.25301], [4.53088, -1.99134, 0.19634], [4.29130, -3.03038, -0.70806], [3.18205, -3.76423, -0.16924], [2.59259, -4.97014, -0.77731], [2.75559, -3.19438, 0.99598], [3.65746, -1.84542, 3.38660], [2.52512, -0.78952, 2.52360], [4.26666, -0.51529, 2.39446], [5.24551, -1.18438, 0.14733], [4.76064, -3.28376, -1.65229], [3.17187, -5.26838, -1.66354], [2.60100, -5.81392, -0.07024], [1.55481, -4.78019, -1.09882]], "lowdin_charge": [0.66, -0.20, -0.32, -0.16, -0.15, -0.20, -0.04, 0.08, 0.08, 0.13, -0.01, 0.09, 0.06, 0.12, -0.02, 0.12, 0.06, 0.09, -0.01, 0.12, 0.09, 0.09, -0.06, 0.12, 0.08, 0.08, -0.13, -0.14, -0.17, -0.16, -0.16, -0.16, -0.15, -0.17, 0.14, 0.13, 0.12, 0.12, 0.12, 0.11, 0.13, 0.11, 0.02, 0.14, 0.12, 0.08, 0.95, 0.92, -0.38, -0.36, 0.09, 0.02, 0.09, 0.07, -0.23, -0.01, 0.04, 0.08, -0.22, 0.07, 0.04, 0.06, -0.25, 0.05, 0.06, 0.04, -0.29, 0.02, 0.01, 0.05, -0.05, -0.30, -0.01, 0.00, -0.32, -0.02, 0.09, 0.11, 0.03, 0.08, 0.11, 0.11, 0.09, 0.11, 0.07]}

{"formula": "C28H38NO7P", "method": "ωB97M-V with the def2-TZVPD basis set", "total_energy_ha": -2012.16373, "homo_energy_ha": -0.3119, "spin_multiplicity": 1, "smiles": "CCOP(=O)(CC[C@]1(CCCO)[C@@H](Cc2ccc(C)cc2)NC(=O)[C@@H]1OC(=O)c1ccccc1)OCC", "species": ["C", "C", "O", "P", "O", "C", "C", "C", "C", "C", "C", "O", "C", "C", "C", "C", "C", "C", "C", "C", "C", "N", "C", "O", "C", "O", "C", "O", "C", "C", "C", "C", "C", "C", "O", "C", "C", "H", "H", "H", "H", "H", "H", "H", "H", "H", "H", "H", "H", "H", "H", "H", "H", "H", "H", "H", "H", "H", "H", "H", "H", "H", "H", "H", "H", "H", "H", "H", "H", "H", "H", "H", "H", "H", "H"], "positions_angstrom": [[4.27972, 0.84137, 2.98318], [4.43955, 1.41454, 1.47684], [3.42621, 0.72259, 0.67360], [3.56691, 1.12734, -0.97616], [4.73288, 2.13761, -1.11646], [1.99211, 1.77698, -1.77503], [0.86517, 2.30163, -0.72786], [-0.00432, 1.13967, -0.05757], [0.33137, 0.62822, 1.42849], [0.94657, 1.73438, 2.41208], [-0.08972, 2.84098, 2.93188], [0.64802, 3.78892, 3.77806], [-0.30304, -0.16958, -1.00024], [0.84828, -1.27340, -1.17271], [0.27037, -2.77600, -1.36204], [0.83383, -3.91034, -0.47406], [0.28268, -5.36303, -0.69363], [-0.81507, -5.73310, -1.71730], [-1.42144, -7.19952, -1.92567], [-1.37070, -4.59270, -2.61219], [-0.80008, -3.16080, -2.41913], [-1.43872, -0.87566, -0.34061], [-2.42393, 0.17972, -0.05225], [-3.65042, -0.01713, 0.07465], [-1.57318, 1.57485, 0.11173], [-2.16958, 2.38968, -0.94418], [-2.99514, 3.42864, -0.42084], [-2.57666, 4.59092, -0.21665], [-4.53569, 3.03308, -0.15820], [-5.26493, 3.23511, 1.18762], [-6.75232, 2.73811, 1.24741], [-7.46463, 2.06811, 0.04072], [-6.72620, 1.88024, -1.32722], [-5.25631, 2.37199, -1.38909], [4.08041, -0.29709, -1.79268], [5.08428, -1.01089, -1.02301], [4.49344, -2.17606, -0.08674], [5.28467, 0.78109, 3.53090], [3.85493, -0.22879, 2.97779], [3.55193, 1.47208, 3.61103], [5.50943, 1.20783, 1.14828], [4.26225, 2.54790, 1.54662], [2.30412, 2.71622, -2.37397], [1.56601, 1.05353, -2.56326], [1.44587, 2.95063, 0.03442], [0.23748, 3.06407, -1.33022], [-0.59334, 0.19340, 1.97415], [1.09050, -0.24581, 1.41581], [1.30665, 1.16412, 3.35337], [1.86204, 2.28458, 2.01488], [-0.58877, 3.38474, 2.05679], [-0.92804, 2.35086, 3.56031], [0.89574, 4.55007, 3.20758], [-0.74117, 0.32861, -1.94775], [1.67225, -1.24695, -0.38684], [1.36984, -1.04371, -2.18151], [1.64200, -3.63972, 0.27766], [0.76382, -6.16523, -0.02186], [-2.27418, -7.20869, -2.70001], [-1.90177, -7.51018, -0.92343], [-0.63603, -7.99708, -2.16454], [-2.18407, -4.85990, -3.37330], [-1.23926, -2.35002, -3.10822], [-1.23530, -1.42901, 0.50234], [-1.92612, 1.91604, 1.14136], [-4.74661, 3.71735, 2.08232], [-7.35121, 2.82610, 2.21015], [-8.53933, 1.67859, 0.10072], [-7.23293, 1.38774, -2.23063], [-4.70022, 2.23539, -2.37456], [5.73083, -0.33299, -0.37052], [5.80170, -1.51640, -1.76978], [5.32788, -2.45442, 0.66184], [4.26102, -3.12041, -0.68399], [3.58770, -1.85102, 0.53130]], "lowdin_charge": [-0.08, -0.27, -0.31, 0.72, -0.34, -0.19, -0.12, -0.25, -0.12, -0.18, -0.23, -0.11, -0.24, -0.10, -0.17, -0.02, -0.04, -0.23, -0.10, -0.03, -0.03, 0.06, -0.28, 0.08, -0.14, -0.05, -0.34, 0.09, -0.08, 0.00, -0.06, -0.07, -0.05, -0.01, -0.26, -0.27, -0.09, 0.08, 0.08, 0.07, 0.11, 0.13, 0.12, 0.10, 0.12, 0.13, 0.13, 0.11, 0.12, 0.09, 0.11, 0.14, 0.09, 0.17, 0.08, 0.11, 0.08, 0.09, 0.08, 0.08, 0.08, 0.10, 0.10, 0.14, 0.15, 0.10, 0.08, 0.09, 0.09, 0.10, 0.10, 0.13, 0.09, 0.08, 0.05]}

{"formula": "C4H8O2", "method": "ωB97M-V with the def2-TZVPD basis set", "total_energy_ha": -307.61519, "homo_energy_ha": -0.3707, "spin_multiplicity": 1, "smiles": "C[C@]1(CO)CO1", "species": ["C", "C", "C", "O", "C", "O", "H", "H", "H", "H", "H", "H", "H", "H"], "positions_angstrom": [[-0.10570, 1.61076, -0.11536], [-0.33469, 0.06640, -0.04395], [0.93183, -0.59892, -0.51702], [2.02390, -0.24518, 0.23882], [-1.58851, -0.55158, -0.44309], [-1.17253, -0.45953, 0.92709], [-0.69680, 2.04756, 0.71974], [0.91589, 1.76425, 0.21385], [-0.38106, 2.14090, -1.05066], [0.87209, -1.64206, -0.56446], [1.00159, -0.20278, -1.47337], [1.85468, -0.30146, 1.17738], [-1.41714, -1.49162, -0.89363], [-2.37776, 0.16291, -0.73971]], "lowdin_charge": [0.00, -0.51, -0.22, -0.03, -0.07, 0.01, 0.09, 0.07, 0.09, 0.11, 0.12, 0.10, 0.10, 0.13]}

{"formula": "C3H2NO3", "method": "ωB97M-V with the def2-TZVPD basis set", "total_energy_ha": -395.55410, "homo_energy_ha": -0.6026, "spin_multiplicity": 1, "charge": 1, "species": ["C", "C", "C", "N", "O", "O", "O", "H", "H"], "positions_angstrom": [[0.07125, -0.11691, 1.17165], [-0.97630, -0.27654, 0.26589], [1.26038, 0.28679, 0.72477], [0.30058, 0.24335, -1.56151], [2.23657, 0.58325, 0.31071], [0.34113, 0.22885, -2.77275], [-1.06778, -0.22484, -0.99331], [-0.21032, -0.22316, 2.22729], [-1.95551, -0.50079, 0.62726]], "lowdin_charge": [0.03, -0.08, -0.10, 0.15, 0.37, 0.22, 0.09, 0.16, 0.16]}

{"formula": "CH3BrO2S", "method": "ωB97M-V with the def2-TZVPD basis set", "total_energy_ha": -3162.44101, "homo_energy_ha": [-0.3887, -0.3486], "spin_multiplicity": 1, "species": ["C", "O", "O", "S", "Br", "H", "H", "H"], "positions_angstrom": [[0.36452, -0.33498, 0.04998], [-2.93255, -1.81137, 1.12248], [-2.98080, -1.69414, -1.29537], [-2.80130, -0.98883, -0.07022], [-4.18841, 0.88574, -0.01440], [-0.29153, -0.84443, 0.70439], [0.13090, -0.59654, -0.95743], [1.14380, 0.41078, 0.45021]], "lowdin_charge": [0.09, -0.39, -0.39, 0.43, 0.31, -0.07, -0.02, 0.04]}